Below is a molecular structure, C5H7NO2 in a non-equilibrium geometry, with properties calculated with ωB97M-V/def2-TZVPD.

ORCA input file:
```
! RIJCOSX wB97M-V def2-TZVPD def2/J DEFGRID3
* xyz 0 1
C 0.248 -0.184 -1.095
C 0.909 -1.594 0.191
C -0.135 0.741 -0.236
C 0.344 -1.037 1.440
C -0.016 0.442 1.242
N 0.409 -0.339 -2.453
O 1.542 -2.541 -0.123
O -0.650 2.006 -0.496
H -0.557 -1.625 1.638
H 1.034 -1.180 2.273
H 0.760 1.084 1.665
H -0.956 0.704 1.736
H 0.237 -1.288 -2.759
H -0.614 2.173 -1.441
H -0.102 0.327 -3.026
*
```

The calculation puts the orbital gap at 8.5 eV. For the LUMO energy, the calculation gives 0.0250 hartree. The value obtained for the relative energy (zero: lowest compared OMol25 entry of this formula, charge and spin) is 195.9 kJ/mol. The energy comes out at -10881.587 eV.

Atom-resolved charges from Löwdin, all expressed in e:
1. C -0.14
2. C -0.22
3. C -0.35
4. C -0.13
5. C -0.13
6. N 0.06
7. O 0.12
8. O 0.03
9. H 0.13
10. H 0.13
11. H 0.12
12. H 0.12
13. H 0.09
14. H 0.09
15. H 0.08